1.
Entry from the Open Molecules 2025 dataset: one molecule with the formula C6H4ClF2N3 in a non-equilibrium geometry (ωB97M-V/def2-TZVPD).

Structure (XYZ):
```
16
Properties=species:S:1:pos:R:3:nbo_charge:R:1
H 0.48055 -0.65314 2.47613 0.21
N 0.09424 1.06413 -3.75357 -0.29
C 1.51800 -1.15750 -0.40267 0.61
F 2.52883 -0.65108 0.30677 -0.31
H -1.88785 2.20304 -1.04968 0.21
N -1.44503 1.20845 0.64971 -0.17
F 1.10190 -2.36120 0.16643 -0.34
C 0.23283 0.01969 -0.26047 0.21
C -0.52865 -0.40036 2.23846 -0.39
Cl 1.89816 -1.51461 -2.02840 0.06
H -1.05026 -1.40547 2.32339 0.20
C 0.03756 0.84908 -2.62283 0.26
C -1.31258 1.50663 -0.61645 0.11
C -0.28200 0.80370 -1.26982 -0.34
H -0.88434 0.25759 2.91781 0.22
N -0.50135 0.23104 0.92519 -0.25
```

Summary:
lowest unoccupied orbital energy (alpha / beta) = 0.7 / -3.6 eV
frontier orbital gap (alpha / beta) = 6.59 / 6.15 eV
multiplicity = 3

=====

2.
Entry from the Open Molecules 2025 dataset: C4H12N2 as an isolated structure in a non-equilibrium geometry (ωB97M-V/def2-TZVPD).

Structure (XYZ):
```
18
Properties=species:S:1:pos:R:3:nbo_charge:R:1
C 0.38095 -0.17149 0.08414 -0.40
H -0.27238 0.70469 -2.57323 0.18
H -1.59404 -0.37523 -3.08508 0.23
H -0.12857 -1.15620 0.20292 0.26
H 2.06979 0.91511 0.89203 0.21
H 0.88691 -0.21418 -0.87702 0.22
C -1.36491 0.53974 -2.48745 -0.49
H -0.33885 1.74301 -0.46427 0.21
C 1.19362 0.42481 1.17679 -0.49
N 1.91796 -1.74668 2.19721 -1.09
H -1.94903 1.37856 -3.02018 0.23
H 1.41046 -1.82761 3.07165 0.34
H 2.58565 -2.44686 2.18890 0.35
H 1.48368 -0.67473 1.61223 0.34
H 0.48583 1.08451 1.89784 0.21
C -0.84395 0.71161 -0.16936 -0.26
H -1.37984 0.90933 0.83664 0.20
N -1.83994 0.45119 -1.09823 -0.23
```

Summary:
lowest unoccupied orbital energy = -3.0 eV
frontier orbital gap = 4.10 eV
multiplicity = 1

=====

3.
Entry from the Open Molecules 2025 dataset: C15H16BN6Yb as an isolated structure (ωB97M-V/def2-TZVPD).

Structure (XYZ):
```
39
Properties=species:S:1:pos:R:3:nbo_charge:R:1
C 4.18670 1.56716 -0.03451 0.07
H 1.34450 1.69456 -1.95853 -0.12
B 2.03238 2.44486 -1.23371 0.20
N 1.02192 3.27120 -0.38902 -0.32
H -1.20486 -5.44586 0.10154 0.25
C -0.74995 3.65687 0.81697 0.02
N 2.89165 1.50828 -0.34340 -0.32
C -3.94724 -1.46124 0.04188 -0.16
C 0.34395 -4.01170 -0.21634 -0.26
H 4.80771 2.35477 -0.43165 0.26
C 3.31103 -0.18292 0.96486 0.02
C -2.64263 -1.10413 -0.13002 0.07
C -0.08252 4.85878 0.69253 -0.31
N -0.32391 -1.70979 -0.34643 -0.67
C -1.98738 -3.43546 0.00958 -0.11
H -4.71781 -0.69859 0.05850 0.24
H -1.66487 3.44300 1.34668 0.23
H -2.75939 0.70871 -1.06102 0.42
C 1.03558 4.56721 -0.07940 0.07
H 1.83291 5.20411 -0.42929 0.26
C -3.34774 -3.78470 0.19026 -0.13
N 2.32831 0.41227 0.26911 -0.54
C 0.61131 -2.65151 -0.38032 0.11
H -3.60833 -4.82787 0.31523 0.25
N -0.09835 2.68501 0.15654 -0.54
H 2.70104 3.13761 -1.92947 0.05
C -4.30883 -2.81719 0.20191 -0.17
N -2.23133 0.29332 -0.29381 -0.93
H 1.63078 -2.31756 -0.54246 0.22
H 1.15437 -4.72487 -0.25329 0.26
H -2.53099 0.81999 0.52654 0.42
H -0.36395 5.81380 1.10091 0.27
H 3.10948 -1.06995 1.54461 0.24
C 4.49439 0.51338 0.81819 -0.31
H 5.45033 0.28577 1.25682 0.27
Yb 0.21891 0.56469 -0.51347 2.24
C -1.63327 -2.08521 -0.15496 0.22
C -0.95421 -4.39887 -0.02351 -0.03
H -5.34966 -3.07792 0.33196 0.26
```

Summary:
net charge = +2
lowest unoccupied orbital energy (alpha / beta) = -6.9 / -8.0 eV
frontier orbital gap (alpha / beta) = 8.64 / 7.49 eV
multiplicity = 2

=====

4.
Entry from the Open Molecules 2025 dataset: one molecule with the formula C3H6O2 in a non-equilibrium geometry (ωB97M-V/def2-TZVPD).

Structure (XYZ):
```
11
Properties=species:S:1:pos:R:3:nbo_charge:R:1
C -0.94720 -0.40465 0.12938 -0.07
C 1.30042 0.54889 -0.37389 0.40
O -1.16452 0.99915 -0.52918 -0.75
H 0.84969 -1.62803 -0.32305 0.24
H -1.31105 1.69357 0.13529 0.48
O 2.50715 0.60465 -0.40962 -0.53
H 0.87371 -0.87869 1.30570 0.23
H -1.47281 -1.03118 -0.59084 0.20
H -1.48747 -0.33851 1.07370 0.19
H 0.31512 1.18431 -0.68216 0.21
C 0.53696 -0.74952 0.26466 -0.59
```

Summary:
lowest unoccupied orbital energy = 0.6 eV
SMILES = O=CCCO
frontier orbital gap = 9.12 eV
multiplicity = 1

=====

5.
Entry from the Open Molecules 2025 dataset: one molecule with the formula C2H2N2O2 in a non-equilibrium geometry (ωB97M-V/def2-TZVPD).

Structure (XYZ):
```
8
Properties=species:S:1:pos:R:3:nbo_charge:R:1
C -0.32937 -1.00851 1.03452 0.49
H -1.01628 -1.66524 1.59969 0.18
H -0.21404 1.99308 -1.45659 0.51
O 0.86541 -0.83709 1.38886 -0.49
N 1.35183 0.50198 -0.23001 -0.01
O 0.05252 1.09723 -1.71493 -0.62
C 0.13197 0.32456 -0.57696 0.54
N -0.84204 -0.40601 -0.04458 -0.60
```

Summary:
lowest unoccupied orbital energy (alpha / beta) = -2.0 / -2.0 eV
frontier orbital gap (alpha / beta) = 8.69 / 8.69 eV
multiplicity = 1

=====

6.
Entry from the Open Molecules 2025 dataset: a 2-piece molecular cluster, C2H9NO overall in a non-equilibrium geometry (ωB97M-V/def2-TZVPD).

Structure (XYZ):
```
13
Properties=species:S:1:pos:R:3:nbo_charge:R:1
H 1.37443 -1.35804 -0.77497 0.37
H 2.52107 0.80407 -0.22373 0.19
C -1.91135 0.38084 0.13014 -0.25
O -1.66568 -0.98433 -0.21777 -0.78
H -3.03343 0.74456 0.09794 0.16
C 1.47032 0.48383 -0.11470 -0.42
H 1.79094 -1.44521 0.71148 0.36
H -1.46519 0.64433 0.96626 0.15
H 1.17410 0.94423 0.72525 0.19
N 1.00532 -0.95695 0.12568 -0.81
H 0.97448 0.85499 -0.96765 0.20
H -0.65490 -1.04221 0.32907 0.50
H -1.58011 0.92989 -0.78699 0.15
```

Summary:
lowest unoccupied orbital energy = 0.8 eV
SMILES = CN.CO
frontier orbital gap = 9.63 eV
multiplicity = 1

=====

Computed energy relative to the best compared isomer or geometry (same formula, charge and spin) (eV) in order:
0.0000 8.5784 0.0000 2.7724 3.9908 2.5004